1.
{"formula": "C6H16", "method": "ωB97M-V/def2-TZVPD", "species": ["C", "C", "H", "H", "H", "H", "H", "H", "C", "C", "C", "C", "H", "H", "H", "H", "H", "H", "H", "H", "H", "H"], "positions_angstrom": [[-0.066928, 2.579261, -0.021862], [-1.490541, 3.242374, -0.075572], [-0.128310, 1.736344, 0.656656], [0.268072, 2.090451, -0.952890], [0.707713, 3.361143, 0.098987], [-1.439818, 3.981740, -0.951460], [-2.398588, 2.536523, -0.011808], [-1.680612, 4.030524, 0.732000], [0.153978, -1.269662, 0.073812], [0.198409, -2.431070, 1.184579], [1.666019, -0.815205, -0.010843], [-0.278354, -1.922689, -1.196508], [-0.562234, -0.501138, 0.491894], [0.694828, -3.235241, 0.720847], [2.228778, -1.383829, -0.783342], [1.739784, 0.314164, -0.243150], [2.155215, -0.912349, 0.924916], [-1.355971, -2.382866, -1.040808], [-0.459670, -1.334570, -2.000202], [0.254327, -2.806924, -1.337553], [-0.835163, -2.768062, 1.635226], [0.629063, -2.108919, 2.107078]], "atomic_forces_ev_per_a": [[-0.950, 0.246, -0.664], [-0.033, 1.724, -0.286], [0.738, 0.337, 0.760], [-0.756, 0.276, -0.115], [-0.376, -0.629, 0.802], [-0.825, -1.523, 0.613], [1.580, 1.049, -0.684], [0.609, -1.439, -0.426], [1.000, -0.844, 2.649], [-3.300, 1.325, 0.317], [-1.188, 2.143, -1.451], [-4.123, -1.677, 2.889], [0.985, -0.450, -0.875], [0.701, -1.275, -0.043], [-0.451, 0.357, 0.478], [-0.054, -1.738, -0.012], [0.449, -0.281, 0.905], [1.681, 0.873, 0.010], [0.314, 1.914, -2.694], [1.444, -1.138, -0.872], [1.480, 0.422, -1.630], [1.075, 0.328, 0.329]], "orbital_gap_ev": 11.8, "de_lowest_kcal_mol": 39.9, "smiles": "CC(C)C.CC", "homo_energy_ev": -10.756}

2.
{"formula": "C6H16", "method": "ωB97M-V/def2-TZVPD", "species": ["C", "C", "C", "H", "H", "H", "H", "H", "H", "H", "H", "C", "C", "C", "H", "H", "H", "H", "H", "H", "H", "H"], "positions_angstrom": [[0.844282, 2.258347, -1.228711], [-0.501902, 2.327772, -1.935216], [0.615927, 1.721738, 0.211140], [1.425801, 1.581476, -1.836100], [1.318999, 3.241690, -1.114743], [-0.590509, 2.878089, -2.874109], [1.468288, 1.549550, 0.866259], [-0.081555, 2.370615, 0.739700], [-1.255911, 2.671233, -1.232337], [-0.874658, 1.357197, -2.325150], [0.287631, 0.699751, 0.018865], [0.236936, -2.272185, 0.911101], [-0.087149, -1.357432, 2.044310], [-0.951233, -2.678806, 0.021804], [1.034295, -1.810287, 0.319161], [0.708705, -3.187181, 1.293923], [-1.027211, -1.708102, 2.484322], [-1.817882, -2.839218, 0.685975], [-1.161880, -1.971522, -0.766508], [-0.554823, -0.436367, 1.647485], [0.731329, -1.023628, 2.694944], [-0.577756, -3.461577, -0.687040]], "atomic_forces_ev_per_a": [[-0.213, 0.412, 0.771], [-1.013, -0.518, -0.536], [0.361, -0.797, -1.134], [0.847, -0.031, 0.183], [-0.023, -0.169, -0.608], [0.532, 0.702, 0.317], [0.489, 0.530, -0.301], [-0.280, -0.378, -0.023], [-0.270, 0.271, -0.129], [0.457, -0.039, 0.802], [-0.849, 0.067, 0.568], [1.133, -0.517, -0.629], [-1.990, 1.460, -0.430], [1.305, -0.036, -0.436], [-0.083, -0.045, -0.254], [-0.191, 0.051, 0.064], [0.645, -0.508, 1.149], [0.165, -0.571, -0.867], [-0.496, 1.096, 0.357], [0.716, 0.058, -0.204], [-0.408, -0.627, 0.068], [-0.832, -0.412, 1.270]], "orbital_gap_ev": 11.9, "de_lowest_kcal_mol": 24.7, "smiles": "CCC.CCC", "homo_energy_ev": -10.824}

3.
{"formula": "C6H16Br6O2", "method": "ωB97M-V/def2-TZVPD", "species": ["Br", "C", "C", "Br", "H", "H", "H", "H", "Br", "C", "C", "Br", "H", "H", "H", "H", "Br", "C", "C", "Br", "H", "H", "H", "H", "O", "H", "H", "O", "H", "H"], "positions_angstrom": [[25.008854, -2.212493, 25.277661], [23.116699, -2.109403, 24.606779], [22.754282, -0.633289, 24.452236], [22.616226, 0.165219, 26.281913], [22.405888, -2.577670, 25.287639], [23.025433, -2.577771, 23.626779], [21.737586, -0.629143, 24.059260], [23.473913, -0.095302, 23.835152], [25.602274, 9.717754, 30.807073], [24.999334, 8.276016, 29.716495], [25.081282, 8.722247, 28.235640], [24.355783, 7.402883, 27.014940], [23.955954, 8.039083, 29.924659], [25.591729, 7.418735, 30.036225], [26.147841, 8.806608, 28.027223], [24.685864, 9.699484, 27.958600], [30.410861, 6.855929, 18.016061], [30.207281, 6.441602, 19.905604], [31.059183, 7.504535, 20.651487], [30.576730, 7.405578, 22.585819], [30.534620, 5.407655, 20.014552], [29.158450, 6.571675, 20.172322], [30.890813, 8.522552, 20.300189], [32.129136, 7.310834, 20.727573], [28.172627, 3.228368, 24.081897], [27.392727, 3.283202, 24.634146], [28.640708, 4.047098, 24.245675], [28.455805, -0.763846, 20.467740], [28.381443, -0.059509, 21.111649], [29.396468, -0.848325, 20.312030]], "atomic_forces_ev_per_a": [[-1.207, -0.366, -0.463], [0.498, 0.975, 0.049], [-0.246, -0.847, 0.953], [0.082, -0.055, -1.005], [0.523, -0.146, 0.186], [0.475, -0.157, 0.092], [0.120, 0.462, -0.101], [-0.239, 0.139, 0.286], [0.074, 0.547, 0.430], [-1.291, -0.047, -1.012], [1.637, -0.364, 0.542], [-0.033, 0.009, 0.162], [0.066, 0.216, 0.389], [0.096, 0.063, -0.741], [-0.022, -0.155, -0.359], [-0.524, -0.273, 0.587], [-0.107, -0.100, -0.215], [0.701, 1.124, 0.228], [-0.271, -0.963, 0.768], [-0.057, 0.176, -0.456], [-0.012, 0.303, 0.305], [0.159, -0.151, -0.160], [-0.215, -0.248, 0.148], [-0.209, -0.154, -0.603], [0.067, -0.187, -0.170], [-0.223, -0.033, 0.139], [0.162, 0.218, 0.005], [-0.167, -0.125, -0.125], [-0.065, 0.193, 0.200], [0.226, -0.055, -0.059]], "orbital_gap_ev": 10.2, "smiles": "BrCCBr.BrCCBr.BrCCBr.O.O", "homo_energy_ev": -10.044}